C39H89F3N4O24P3 | ωB97M-V/def2-TZVPD

Each line ends with the Löwdin charge.
Atoms and positions in Å:
1 P 29.1301 -30.2025 13.3408  0.482
2 P 18.4766 -25.1596 27.6878  0.551
3 P 22.1629 -10.3271 18.5771  0.476
4 F 30.9769 -13.7841 21.7962  0.091
5 F 15.9155 -13.7304 16.4338  0.112
6 F 21.9122 -14.6799 30.3547  0.104
7 O 22.5494 -11.6589 18.0966  -0.238
8 O 21.7984 -9.3174 17.3852  -0.219
9 O 14.8913 -15.6333 16.4958  0.158
10 O 20.8465 -10.2483 19.5362  -0.219
11 O 19.7918 -25.7635 26.8887  -0.234
12 O 18.1713 -26.0698 29.0822  -0.251
13 O 28.9871 -31.6198 13.7656  -0.236
14 O 23.2606 -9.5788 19.5708  -0.238
15 O 29.9321 -14.9953 20.1456  0.133
16 O 30.4441 -29.7671 12.4063  -0.250
17 O 23.5993 -13.3813 27.9977  0.066
18 O 32.0009 -15.0040 19.3395  0.039
19 O 20.7216 -27.8529 20.9257  -0.194
20 O 22.1786 -15.1562 28.1505  0.151
21 O 29.1292 -29.0586 14.5032  -0.211
22 O 15.4370 -15.3291 18.6202  0.107
23 O 22.2675 -13.9550 26.2209  0.169
24 O 17.2638 -25.6873 26.8064  -0.231
25 O 30.2019 -14.6046 17.9404  0.139
26 O 19.7032 -24.1467 8.8886  -0.185
27 O 18.4944 -23.6451 27.8545  -0.275
28 O 21.4881 -17.8871 9.7779  -0.219
29 O 27.9437 -29.6591 12.4449  -0.216
30 O 15.8869 -17.2476 17.6076  0.173
31 N 22.2972 -19.2183 18.5603  -0.224
32 N 18.7771 -17.1119 7.4442  0.033
33 N 18.9291 -25.9703 18.3287  0.020
34 N 20.0262 -25.1141 11.6460  0.024
35 C 29.3186 -27.7204 14.1283  -0.137
36 C 19.9370 -18.3461 22.9226  -0.123
37 C 30.6380 -14.9409 19.0335  -0.525
38 C 30.8008 -30.4443 11.2580  -0.132
39 C 21.3906 -19.5290 19.7327  -0.124
40 C 22.5904 -14.1210 27.3604  -0.469
41 C 22.7449 -15.0431 29.3918  -0.364
42 C 14.6449 -14.1380 18.2108  -0.001
43 C 22.7356 -18.3320 9.1599  -0.057
44 C 32.1771 -15.4941 20.7032  -0.035
45 C 21.4831 -18.6242 17.4172  0.025
46 C 16.8175 -27.0471 26.7440  -0.085
47 C 14.7579 -14.2804 16.7241  -0.386
48 C 24.3214 -19.8908 17.2708  -0.159
49 C 19.7746 -18.8814 21.5703  -0.273
50 C 24.6788 -18.6232 18.0098  -0.155
51 C 20.9269 -18.4247 20.6632  -0.184
52 C 20.0920 -27.7267 19.6837  -0.217
53 C 17.1168 -25.7624 29.9160  -0.161
54 C 23.5128 -18.3371 18.9706  -0.064
55 C 21.0437 -25.0259 26.7934  -0.087
56 C 21.0751 -24.4779 10.9494  -0.459
57 C 23.8211 -13.9421 29.2418  -0.097
58 C 23.8443 -10.3838 20.5929  -0.113
59 C 20.4028 -9.1652 20.2795  -0.139
60 C 30.8408 -15.0162 21.3011  -0.282
61 C 27.1347 -30.5726 11.6461  -0.087
62 C 22.4609 -24.8596 11.4871  -0.065
63 C 21.2180 -9.8234 16.1800  -0.089
64 C 15.4218 -16.1618 17.6233  -0.623
65 C 23.0455 -20.3892 17.9097  -0.099
66 C 20.9127 -24.6996 9.3883  -0.169
67 C 18.5820 -25.9321 20.7569  -0.070
68 C 20.1211 -16.7763 8.0445  -0.412
69 C 19.5609 -26.2473 19.6382  -0.409
70 C 20.1939 -15.3820 8.7015  -0.044
71 C 21.2334 -29.1641 21.1868  -0.103
72 C 19.3686 -24.4428 7.5527  -0.128
73 C 20.3520 -17.9388 8.9567  -0.268
74 H 23.7769 -13.1966 30.0358  0.139
75 H 20.2047 -14.5127 8.0441  0.075
76 H 17.9815 -26.3185 18.2982  0.065
77 H 23.4904 -18.2003 9.9352  0.088
78 H 13.6134 -14.1782 18.5608  0.139
79 H 22.5882 -25.9402 11.4236  0.076
80 H 19.6949 -9.5378 21.0199  0.091
81 H 17.2462 -24.6970 30.1063  0.083
82 H 18.8671 -18.1107 7.3246  0.052
83 H 21.5796 -29.2049 22.2195  0.082
84 H 20.7023 -17.4510 20.2280  0.125
85 H 22.9233 -17.7128 8.2827  0.080
86 H 22.6152 -24.4346 12.4790  0.073
87 H 23.2468 -21.1086 18.7035  0.135
88 H 16.1560 -27.0344 25.8777  0.094
89 H 17.7275 -26.6003 20.8642  0.083
90 H 21.1772 -15.1667 9.1196  0.071
91 H 20.5820 -30.0371 21.2273  0.085
92 H 23.3561 -17.2603 19.0338  0.143
93 H 20.7022 -19.2427 16.9747  0.116
94 H 19.5418 -28.6198 19.3874  0.126
95 H 18.5309 -24.0247 6.9946  0.085
96 H 23.7862 -18.7119 19.9570  0.132
97 H 18.0823 -16.8888 8.1425  0.061
98 H 18.1761 -24.9452 20.5350  0.072
99 H 17.5588 -27.8435 26.6786  0.095
100 H 24.8440 -14.3105 29.3202  0.133
101 H 21.4090 -24.8330 25.7847  0.084
102 H 25.2439 -20.4714 17.2749  0.129
103 H 25.5689 -18.8090 18.6109  0.118
104 H 27.0901 -31.5978 12.0137  0.083
105 H 23.2036 -24.4920 10.7790  0.068
106 H 29.5187 -27.4638 13.0880  0.090
107 H 31.6566 -31.0555 11.5444  0.099
108 H 16.2228 -27.2425 27.6363  0.076
109 H 20.8274 -16.8333 7.2163  0.130
110 H 20.8952 -27.6892 18.9479  0.109
111 H 19.2085 -25.1728 11.0560  0.067
112 H 24.1063 -19.7087 16.2179  0.117
113 H 25.0281 -17.8608 17.3135  0.126
114 H 20.2635 -24.2575 6.9586  0.082
115 H 22.0952 -29.3699 20.5520  0.087
116 H 21.2024 -8.7158 20.8683  0.081
117 H 22.5166 -19.3413 8.8114  0.080
118 H 28.5327 -27.1249 14.5928  0.090
119 H 15.1112 -13.2641 18.6660  0.145
120 H 21.9623 -20.2616 20.3023  0.137
121 H 32.1341 -16.5825 20.7433  0.133
122 H 22.3618 -20.8943 17.2274  0.137
123 H 17.2187 -26.2653 30.8777  0.095
124 H 19.4166 -15.3539 9.4651  0.080
125 H 20.1604 -9.5984 16.0430  0.091
126 H 20.7534 -18.7589 23.5152  0.087
127 H 21.6924 -24.0621 8.9717  0.119
128 H 21.0281 -25.7615 9.1712  0.132
129 H 16.0897 -25.8275 29.5569  0.088
130 H 30.5524 -15.6818 22.1147  0.162
131 H 20.4209 -25.5831 19.7233  0.129
132 H 19.9509 -8.2961 19.8014  0.092
133 H 19.4047 -26.3494 17.5223  0.060
134 H 19.0852 -25.4514 7.2517  0.079
135 H 27.4325 -30.6156 10.5985  0.083
136 H 21.7730 -25.6361 27.3263  0.085
137 H 13.8900 -13.7731 16.3028  0.176
138 H 22.2231 -18.2893 16.6902  0.108
139 H 23.4000 -10.1784 21.5668  0.089
140 H 21.8761 -9.4616 15.3899  0.096
141 H 24.9313 -10.4229 20.5220  0.097
142 H 19.8106 -19.9692 21.6299  0.112
143 H 21.8042 -18.1649 21.2556  0.108
144 H 20.9234 -17.7104 17.6168  0.109
145 H 19.9803 -17.2576 22.8842  0.090
146 H 23.2310 -15.9886 29.6326  0.168
147 H 26.0691 -30.3446 11.6209  0.082
148 H 18.7777 -18.7008 21.1682  0.125
149 H 23.4315 -11.3869 20.4867  0.070
150 H 29.9594 -31.0463 10.9150  0.078
151 H 30.9808 -29.7505 10.4368  0.094
152 H 33.0439 -15.0299 21.1737  0.145
153 H 19.1010 -25.8730 21.7136  0.074
154 H 20.5300 -20.0178 19.2759  0.141
155 H 19.5988 -18.0859 9.7308  0.134
156 H 21.2602 -10.9116 16.2274  0.072
157 H 20.9594 -24.0633 27.2978  0.074
158 H 30.2232 -27.4862 14.6894  0.090
159 H 20.9605 -23.4173 11.1734  0.126
160 H 19.5547 -24.5534 12.3412  0.074
161 H 19.0630 -18.6713 23.4870  0.086
162 H 20.4239 -18.8780 8.4082  0.118

* E_tot: -4887.61782 hartree
* charge: +1
* E_HOMO: -10.3 eV

=====

C16H23As2CaNO3 | ωB97M-V/def2-TZVPD

Each line ends with the Löwdin charge.
Atoms and positions in Å:
1 As 0.1954 0.9213 1.4955  0.976
2 As 0.7008 -2.3393 1.6467  1.077
3 Ca 0.3916 -0.2113 -0.9696  1.279
4 O -1.3695 -1.0813 -4.7377  0.140
5 O -0.8663 -0.8207 -2.5979  -0.099
6 O 0.7529 1.5189 -2.3056  -0.150
7 N -0.2715 0.7970 -4.2519  0.090
8 C -0.5795 2.5735 2.0848  -0.305
9 C -1.1310 -2.2338 3.9463  -0.100
10 C -0.2420 -0.0757 3.2140  -0.384
11 C -0.8226 -0.3900 -3.7780  -0.427
12 C 1.6243 3.8580 -3.6361  0.172
13 C 2.0265 1.5766 1.4622  -0.297
14 C 1.6861 -3.4499 2.9312  -0.283
15 C -1.4555 -0.2474 5.3146  -0.050
16 C -0.4060 -1.4734 3.0265  -0.466
17 C 0.7120 3.0032 -4.1722  -0.052
18 C -1.6981 -1.6052 5.0754  -0.047
19 C -0.4967 0.9021 -5.6927  -0.077
20 C -0.6129 -3.6080 0.9250  -0.318
21 C -0.6815 0.5162 4.4080  -0.093
22 C -1.1034 -0.4250 -5.9981  -0.054
23 C 0.4024 1.7777 -3.5036  -0.326
24 H 2.3953 -4.0309 2.3326  0.028
25 H -0.8640 -4.3855 1.6616  0.038
26 H 0.1868 3.2414 -5.1067  0.122
27 H -1.2437 -3.3121 3.8149  0.103
28 H 2.1830 3.5315 -2.7532  0.093
29 H 0.4451 1.0677 -6.2150  0.153
30 H 0.0185 2.8165 2.9629  0.030
31 H 2.1501 1.9612 2.4645  0.036
32 H 2.0995 2.3671 0.7112  0.034
33 H -0.1031 -4.0461 0.0511  0.020
34 H 1.0175 -4.1109 3.4926  0.040
35 H -0.4651 3.3181 1.2930  0.038
36 H -0.4079 1.5540 4.6586  0.109
37 H 1.8179 4.8306 -4.1065  0.107
38 H -1.8354 0.2383 6.2217  0.121
39 H -0.4006 -1.0718 -6.5233  0.151
40 H -2.0567 -0.3349 -6.5163  0.154
41 H -2.3260 -2.1717 5.7742  0.122
42 H -1.2023 1.7083 -5.8876  0.145
43 H -1.6369 2.4068 2.3043  0.049
44 H -1.5100 -3.0534 0.6146  0.030
45 H 2.2364 -2.7942 3.6163  0.043
46 H 2.7460 0.7867 1.2478  0.025

* E_tot: -6052.62562 hartree
* charge: +2
* E_HOMO: -14.2 eV

=====

C8H22NSi | ωB97M-V/def2-TZVPD

Each line ends with the Löwdin charge.
Atoms and positions in Å:
1 Si -1.6216 0.2583 0.1414  0.544
2 N 0.1251 -2.2289 -0.0522  0.156
3 C 0.1759 -0.2955 0.7269  -0.024
4 C 1.4974 0.1663 0.1007  -0.633
5 C -1.8430 2.0961 0.4850  -0.179
6 C 1.6476 1.6773 0.5815  -0.023
7 C -1.7802 -0.0781 -1.7360  -0.174
8 C 1.4692 0.2337 -1.3773  -0.076
9 C -2.5929 -1.0194 1.1740  -0.187
10 C 2.7100 -0.6896 0.6352  -0.033
11 H 2.4897 2.0905 0.0466  0.088
12 H -2.2722 -0.8656 2.2388  0.049
13 H -2.3734 -2.0506 0.8493  0.025
14 H -1.5456 0.9331 -2.1095  0.027
15 H 3.7252 -0.1537 0.8668  0.141
16 H 2.5254 0.1225 -1.7572  0.120
17 H -1.4904 2.6266 -0.4906  0.068
18 H 1.8176 1.7462 1.6590  0.098
19 H 3.0614 -1.3100 -0.1326  0.052
20 H 0.5159 -2.9043 0.6041  0.115
21 H 0.9938 1.1321 -1.7381  0.089
22 H 2.4456 -1.2919 1.4460  0.051
23 H 1.0989 -0.7810 -1.8251  0.106
24 H 0.8642 -1.9100 -0.6604  0.030
25 H -1.2306 -0.9289 -2.1674  0.025
26 H 0.1537 -0.5972 1.8552  0.137
27 H 0.8112 2.3166 0.1101  0.094
28 H -3.6325 -0.6334 0.9985  0.050
29 H -2.9141 -0.2116 -1.8310  0.068
30 H -2.8617 2.5113 0.6953  0.055
31 H -0.7001 -2.4777 -0.6493  0.112
32 H -1.2695 2.5169 1.3124  0.028

* ΔE to the lowest compared entry with this formula, charge and spin: 25.5 kJ/mol
* E_tot: -661.95173 hartree
* charge: +1
* E_HOMO: -14.0 eV